Computed, not measured: a 3-piece molecular cluster, C3H11NO3 overall in a non-equilibrium geometry, with the ωB97M-V functional and the def2-TZVPD basis.

Computed properties:
energy above the lowest of the compared OMol25 structures with the same formula, charge and spin	3.027	eV
HOMO	-0.328	hartree
max |F|	4.49	eV/A
SMILES	NCCC=O.O.O
LUMO energy	0.4	eV
2S+1	1
E_tot	-10919.979	eV

Atoms and positions in Å:
N (-0.290, -1.192, -1.097)
C (0.955, -0.431, -0.758)
C (1.829, -1.033, 0.218)
C (1.982, -0.632, 1.633)
O (3.027, -0.731, 2.185)
H (-1.075, -0.453, -1.292)
H (-0.558, -1.918, -0.502)
H (1.572, -0.451, -1.664)
H (0.824, 0.677, -0.613)
H (2.943, -0.874, -0.277)
H (1.589, -2.123, 0.263)
H (1.162, -0.493, 2.228)
O (-3.118, 1.537, 1.146)
H (-3.539, 2.270, 1.724)
H (-3.919, 1.136, 0.772)
O (-1.336, 1.491, -1.612)
H (-1.631, 1.596, -0.729)
H (-0.419, 1.626, -1.625)